Density functional theory data (ωB97M-V/def2-TZVPD) for the molecule C6H12O in a non-equilibrium geometry.

```
19
C6H12O, DFT ωB97M-V/def2-TZVPD
C -0.75965 1.50747 -0.80675
C -1.02905 0.39826 -0.12139
C -2.61556 -0.08596 0.00242
C -0.19561 -0.44272 0.74554
C 1.41937 -0.70980 0.31867
C 2.01294 -0.03021 -0.89341
O 2.27251 -0.40014 1.42235
H -1.54853 2.06026 -1.30892
H 0.21072 1.98742 -0.78217
H -2.83451 -0.75011 -0.83594
H -3.26267 0.79534 -0.02107
H -2.82760 -0.59949 0.94382
H -0.59565 -1.46207 0.80767
H -0.21477 -0.04179 1.76424
H 1.47896 -1.79406 0.16740
H 1.46350 -0.29154 -1.80137
H 2.03632 1.05738 -0.77475
H 3.05589 -0.34165 -1.03455
H 1.93338 -0.85659 2.20822
```

The LUMO energy is 0.03199 hartree. The charge is 0. The HOMO energy is -9.4 eV. Its energy is -8462.5726 eV. For the largest force on an atom, the calculation gives 3.71 eV/Å. Its orbital gap is 10.2 eV. As for the SMILES: C=C(C)C[C@@H](C)O.

Density functional theory data (ωB97M-V/def2-TZVPD) for the molecule C5H4 in a non-equilibrium geometry.

```
9
C5H4, DFT ωB97M-V/def2-TZVPD
C 0.65818 -1.42655 0.53298
C 0.06397 -0.15108 0.07212
C -0.58482 0.88942 -0.19967
C -1.23657 2.01839 -0.53577
C -1.65984 3.10080 -1.01816
H 1.66066 -1.30565 0.95465
H 0.68080 -2.19569 -0.24552
H 0.01989 -1.81404 1.34289
H 0.39772 0.88438 -0.90351
```

The LUMO energy is -0.00210 hartree. The charge is 0. The HOMO energy is -9.0 eV. Its energy is -5242.2463 eV. For the largest force on an atom, the calculation gives 1.71 eV/Å. Its orbital gap is 9.0 eV.

Density functional theory data (ωB97M-V/def2-TZVPD) for a structure of composition C36H44BBrIN5O4Zr in a non-equilibrium geometry.

```
93
C36H44BBrIN5O4Zr, DFT ωB97M-V/def2-TZVPD
Zr 0.71772 1.23915 -0.00828
C 2.53892 0.02745 2.60822
C 2.12752 1.49455 2.81382
N 2.28342 2.28905 1.58032
C 3.70132 2.48925 1.20032
C 3.95612 2.12975 -0.27808
N 3.18722 0.93375 -0.64228
C 3.82932 -0.30725 -0.16818
C 2.81552 -1.24765 0.49102
N 1.90682 -0.51355 1.38952
H 2.24252 -0.53425 3.50212
H 3.62472 -0.05675 2.53132
H 2.72132 1.91095 3.64112
H 1.06922 1.52615 3.10572
H 1.87522 3.20445 1.78392
H 4.33072 1.85865 1.83092
H 4.01862 3.52135 1.37282
H 5.03492 1.97895 -0.41718
H 3.65102 2.93955 -0.94568
H 3.12622 0.88925 -1.66078
H 4.60102 -0.05205 0.55792
H 4.32982 -0.84055 -0.98198
H 3.36382 -2.04575 1.01252
H 2.19072 -1.70765 -0.27878
H 1.20692 -1.19505 1.68172
I -2.42458 1.16335 -1.07958
C -1.71928 2.53525 -2.57548
C -2.58418 2.75125 -3.61258
C -2.33478 3.78225 -4.52728
C -1.26228 4.60265 -4.33158
C -0.37098 4.38605 -3.25838
C 0.67072 5.30725 -3.03138
C 1.47352 5.18195 -1.93788
C 1.34062 4.05805 -1.10208
C 0.39662 3.05265 -1.28898
C -0.53808 3.28255 -2.35528
H -3.47968 2.15635 -3.70958
H -3.02868 3.95025 -5.33338
H -1.09128 5.45215 -4.97638
H 0.78582 6.13605 -3.71008
H 2.22432 5.92805 -1.72038
H 2.00462 4.04175 -0.24258
C -1.04388 3.92655 1.42532
O -0.75028 2.52675 1.58072
C -1.67968 1.83135 2.36522
C -2.53118 2.43385 3.27412
C -3.41538 1.64655 4.00792
Br -4.57108 2.49035 5.24732
C -3.46018 0.27615 3.83772
C -2.60398 -0.33915 2.92602
C -1.70458 0.44205 2.19992
O -0.75338 -0.11065 1.33732
C -2.62358 -1.79365 2.85462
N -2.71578 -2.51625 3.92742
C -2.67728 -3.82235 3.52412
C -2.77888 -4.98635 4.28022
C -2.74208 -6.18335 3.60012
C -2.59628 -6.23245 2.21092
C -2.49688 -5.08495 1.44522
C -2.54598 -3.87375 2.11612
N -2.45988 -2.54985 1.69492
H -0.80848 4.47845 2.33812
H -2.09598 4.07215 1.16872
H -0.42378 4.29075 0.60302
H -2.52818 3.49675 3.44552
H -4.13658 -0.33955 4.40922
H -1.04128 -1.02055 1.10242
H -2.89868 -4.93245 5.35002
H -2.84148 -7.10785 4.14612
H -2.56628 -7.19505 1.72312
H -2.40948 -5.14375 0.37152
H -2.74818 -2.25675 0.77122
C 0.29492 -3.79025 -1.18828
C -0.16068 -2.54705 -1.95508
C -1.59758 -2.76785 -2.43598
O -0.18498 -1.43955 -1.01318
B 0.55322 -0.36425 -1.51308
O 1.14992 -0.69505 -2.67868
C 0.82232 -2.04725 -3.08508
C 2.13622 -2.82725 -3.16738
C 0.20602 -1.97185 -4.47968
H -0.39338 -3.97005 -0.36428
H 1.29042 -3.68275 -0.76738
H 0.28882 -4.66195 -1.83408
H -2.20928 -3.13095 -1.61168
H -1.63088 -3.50825 -3.22958
H -2.03178 -1.83805 -2.79608
H 2.68302 -2.80315 -2.22708
H 2.76792 -2.37745 -3.93008
H 1.94942 -3.86105 -3.44178
H -0.68018 -1.34565 -4.49158
H -0.04588 -2.96365 -4.84248
H 0.92762 -1.52915 -5.16148
```

The LUMO energy is -0.21797 hartree. The charge is +2. The HOMO energy is -12.8 eV. Its energy is -133776.9222 eV. For the largest force on an atom, the calculation gives 3.23 eV/Å. Its orbital gap is 6.8 eV.

Density functional theory data (ωB97M-V/def2-TZVPD) for the molecule C12H16N3OP in a non-equilibrium geometry.

```
33
C12H16N3OP, DFT ωB97M-V/def2-TZVPD
C -2.19107 1.90376 -4.26150
C -2.97824 0.70272 -3.56164
N -2.14224 -0.55096 -3.56608
C -1.42802 -0.67289 -2.30863
C -2.13866 -1.37124 -1.20546
N -1.60798 -1.54642 0.02450
C -0.34302 -0.98582 0.14056
C 0.33073 -1.07945 1.47722
C 1.63978 -0.50893 1.69742
P 2.40618 -0.62589 3.41125
C 2.04140 1.08598 4.15200
C 1.34801 -1.76924 4.49155
C 2.37738 0.16351 0.56059
O 3.63325 0.70988 0.79573
C 1.70869 0.22630 -0.71185
C 0.33872 -0.32506 -0.97467
N -0.17688 -0.14881 -2.25175
H -1.10241 1.76486 -4.03651
H -2.58401 2.90421 -3.91653
H -2.38504 1.88471 -5.37230
H -3.85042 0.47114 -4.24241
H -3.35282 0.96472 -2.54220
H -1.48469 -0.41278 -4.33601
H -3.15843 -1.78123 -1.39950
H -0.17605 -1.59919 2.32896
H 0.94666 1.29951 3.95868
H 2.29831 1.14211 5.23964
H 2.62285 1.85745 3.57254
H 1.70055 -1.66438 5.54988
H 0.27685 -1.41012 4.45610
H 1.40921 -2.83816 4.16433
H 3.76103 1.48782 0.22087
H 2.26040 0.72190 -1.55476
```

The LUMO energy is -0.01160 hartree. The charge is 0. The HOMO energy is -7.9 eV. Its energy is -28508.2634 eV. For the largest force on an atom, the calculation gives 3.77 eV/Å. Its orbital gap is 7.6 eV. As for the SMILES: CCNc1cnc2cc(P(C)C)c(O)cc2n1.